(1)
ORCA calculation (the ωB97M-V functional and the def2-TZVPD basis) on one molecule with the formula C24H28N2O6.

- electronic energy (hartree) = -1492.39167
- HOMO (eV) = -9.12
- relative energy (zero: lowest compared OMol25 entry of this formula, charge and spin) (kcal per mole) = 4.1
- multiplicity = 1

Each line ends with the natural charge from an NBO analysis.
Positions of all 60 atoms, in Å:
C (-2.003, -5.230, -1.153)  -0.59
C (-1.766, -5.117, 0.355)  -0.42
C (-1.612, -3.675, 0.744)  0.03
C (-0.362, -3.065, 0.718)  -0.25
C (-0.228, -1.722, 1.003)  -0.09
C (-1.351, -0.966, 1.330)  -0.21
C (-1.191, 0.479, 1.557)  0.82
O (-0.279, 1.144, 1.100)  -0.65
O (-2.157, 0.993, 2.321)  -0.49
C (-2.099, 2.379, 2.640)  -0.17
C (-2.746, 3.240, 1.543)  0.65
O (-3.772, 3.857, 1.723)  -0.61
N (-2.041, 3.253, 0.398)  -0.63
C (-2.571, 3.830, -0.813)  -0.23
C (-3.233, 2.763, -1.695)  -0.24
N (-2.272, 1.789, -2.157)  -0.62
C (-2.297, 0.499, -1.786)  0.65
O (-3.163, -0.009, -1.106)  -0.62
C (-1.142, -0.330, -2.385)  -0.16
O (0.066, -0.260, -1.638)  -0.49
C (0.785, 0.865, -1.675)  0.80
O (0.455, 1.855, -2.297)  -0.64
C (2.031, 0.760, -0.895)  -0.11
C (2.632, 1.927, -0.430)  -0.15
C (3.788, 1.858, 0.320)  -0.23
C (4.374, 0.631, 0.612)  0.03
C (5.657, 0.563, 1.388)  -0.42
C (6.855, 0.649, 0.439)  -0.59
C (3.779, -0.529, 0.126)  -0.23
C (2.617, -0.472, -0.618)  -0.18
C (-2.605, -1.570, 1.377)  -0.11
C (-2.726, -2.912, 1.079)  -0.24
H (-2.896, -4.677, -1.436)  0.21
H (-2.131, -6.271, -1.441)  0.21
H (-1.158, -4.820, -1.700)  0.20
H (-0.866, -5.674, 0.622)  0.21
H (-2.612, -5.556, 0.886)  0.21
H (0.511, -3.651, 0.468)  0.21
H (0.737, -1.240, 0.984)  0.22
H (-2.665, 2.496, 3.565)  0.22
H (-1.055, 2.683, 2.782)  0.21
H (-1.210, 2.676, 0.327)  0.43
H (-1.758, 4.315, -1.360)  0.20
H (-3.317, 4.572, -0.522)  0.24
H (-3.996, 2.227, -1.126)  0.24
H (-3.699, 3.246, -2.560)  0.20
H (-1.418, 2.142, -2.582)  0.43
H (-0.959, -0.006, -3.416)  0.20
H (-1.427, -1.383, -2.356)  0.22
H (2.171, 2.876, -0.655)  0.23
H (4.243, 2.765, 0.690)  0.21
H (5.706, -0.375, 1.944)  0.21
H (5.703, 1.388, 2.101)  0.21
H (7.786, 0.602, 0.998)  0.21
H (6.834, -0.173, -0.273)  0.21
H (6.830, 1.583, -0.117)  0.21
H (4.233, -1.487, 0.339)  0.21
H (2.165, -1.374, -1.000)  0.23
H (-3.473, -0.978, 1.614)  0.23
H (-3.700, -3.377, 1.099)  0.21

(2)
ORCA calculation (the ωB97M-V functional and the def2-TZVPD basis) on one molecule with the formula C3H8N2O2.

- electronic energy (hartree) = -379.09976
- HOMO (eV) = -9.51
- relative energy (zero: lowest compared OMol25 entry of this formula, charge and spin) (kcal per mole) = 25.9
- multiplicity = 1

Each line ends with the natural charge from an NBO analysis.
Positions of all 15 atoms, in Å:
N (-1.007, -1.563, 1.954)  -0.84
C (-0.322, -0.913, 0.927)  0.79
O (0.795, -1.375, 0.680)  -0.68
N (-0.895, 0.128, 0.227)  -0.64
C (-0.271, 1.171, -0.804)  -0.21
C (1.174, 0.896, -1.321)  -0.08
O (1.190, -0.457, -1.620)  -0.75
H (-0.364, -2.175, 2.453)  0.41
H (-1.674, -1.112, 2.561)  0.38
H (-1.848, 0.317, 0.538)  0.39
H (-0.368, 2.121, -0.278)  0.19
H (-0.884, 1.186, -1.722)  0.21
H (1.962, 1.218, -0.612)  0.16
H (1.433, 1.448, -2.255)  0.19
H (1.080, -0.890, -0.728)  0.48

(3)
ORCA calculation (the ωB97M-V functional and the def2-TZVPD basis) on a 3-piece molecular cluster, C17H44N3O5PS overall.

- electronic energy (hartree) = -1954.02786
- HOMO (eV) = -8.38
- multiplicity = 1

Each line ends with the Löwdin charge.
Positions of all 71 atoms, in Å:
C (9.027, 5.062, -0.794)  -0.18
C (8.304, 6.020, -1.754)  -0.51
P (6.814, 5.223, -2.469)  0.63
S (6.488, 6.495, -4.130)  0.42
C (5.503, 5.932, -1.394)  -0.40
C (4.100, 5.481, -1.845)  -0.47
O (3.147, 6.523, -1.672)  -0.04
C (3.585, 4.258, -1.080)  -0.24
N (3.937, 2.960, -1.656)  0.01
H (9.610, 4.337, -1.359)  0.07
H (8.322, 4.506, -0.173)  0.06
H (9.702, 5.617, -0.145)  0.07
H (8.949, 6.268, -2.599)  0.05
H (8.074, 6.965, -1.257)  0.07
H (6.460, 5.524, -5.042)  -0.21
H (5.681, 5.610, -0.365)  0.08
H (5.552, 7.024, -1.398)  0.08
H (4.139, 5.206, -2.905)  0.10
H (3.386, 7.240, -2.253)  0.08
H (2.500, 4.340, -1.010)  0.11
H (3.979, 4.271, -0.062)  0.11
H (4.938, 2.819, -1.588)  0.05
H (3.717, 2.955, -2.645)  0.07
C (-1.596, -2.290, 0.818)  -0.11
O (-0.628, -2.223, -0.211)  -0.19
C (-0.740, -1.076, -1.044)  -0.22
C (0.479, -0.194, -0.908)  -0.22
N (0.539, 0.408, 0.414)  -0.05
C (1.765, 1.152, 0.687)  -0.20
C (3.070, 0.371, 0.734)  -0.23
O (3.160, -0.536, 1.818)  -0.18
C (2.654, -1.832, 1.574)  -0.11
H (-1.459, -3.242, 1.329)  0.09
H (-1.478, -1.478, 1.544)  0.09
H (-2.611, -2.262, 0.415)  0.07
H (-1.645, -0.514, -0.795)  0.12
H (-0.823, -1.418, -2.080)  0.12
H (0.425, 0.604, -1.655)  0.12
H (1.361, -0.807, -1.143)  0.11
H (0.432, -0.320, 1.109)  0.08
H (1.641, 1.651, 1.651)  0.12
H (1.872, 1.934, -0.071)  0.09
H (3.876, 1.095, 0.873)  0.11
H (3.272, -0.147, -0.211)  0.11
H (2.785, -2.123, 0.528)  0.09
H (1.593, -1.921, 1.829)  0.07
H (3.211, -2.527, 2.202)  0.09
C (-3.948, -5.541, 0.621)  -0.11
O (-4.412, -4.210, 0.712)  -0.21
C (-5.197, -3.786, -0.396)  -0.22
C (-6.615, -3.493, 0.034)  -0.22
N (-7.299, -4.714, 0.433)  -0.05
C (-8.624, -4.511, 1.008)  -0.20
C (-8.716, -3.756, 2.327)  -0.23
O (-8.130, -4.440, 3.417)  -0.18
C (-6.758, -4.181, 3.640)  -0.10
H (-3.297, -5.714, 1.477)  0.09
H (-4.767, -6.267, 0.648)  0.08
H (-3.370, -5.699, -0.296)  0.09
H (-5.184, -4.545, -1.183)  0.12
H (-4.750, -2.871, -0.798)  0.12
H (-7.154, -3.046, -0.807)  0.12
H (-6.571, -2.743, 0.837)  0.11
H (-6.722, -5.208, 1.102)  0.08
H (-9.075, -5.495, 1.156)  0.12
H (-9.240, -3.987, 0.270)  0.12
H (-9.776, -3.646, 2.571)  0.12
H (-8.297, -2.745, 2.252)  0.11
H (-6.492, -3.159, 3.355)  0.09
H (-6.111, -4.876, 3.096)  0.07
H (-6.569, -4.307, 4.706)  0.09

Question: The highest electronic energy belongs to which entry?
Answer: C3H8N2O2